1.
DFT (wB97M-V/def2-TZVPD) results for C24H36NaO18 as an isolated structure.

The multiplicity is 1. The frontier orbital gap is 10.99 eV. The energy comes out at -66738.695 eV. The net charge is +1. For the lowest unoccupied orbital energy, the calculation gives -1.42 eV.

```
79
C24H36NaO18 | the Open Molecules 2025 dataset | wB97M-V/def2-TZVPD
Na -0.041 -0.046 0.148
O -1.075 -4.163 1.172
O -1.223 1.350 3.146
O 0.656 4.839 0.657
O -4.650 -0.077 -1.467
O -1.217 3.803 1.030
O 2.727 -0.518 -3.977
O 3.311 1.253 -2.679
O 1.509 -0.036 -2.033
O 1.806 -0.938 1.948
O 0.360 -4.784 -0.295
O -3.307 0.662 3.130
O 0.407 2.663 -0.019
O -1.756 -0.418 1.898
O -3.278 -1.371 -2.550
O -2.565 -0.142 -0.698
O 3.834 -1.677 2.532
O 3.152 -2.132 0.593
O 0.082 -2.534 0.181
C -1.402 -5.528 0.864
C -0.037 5.663 1.465
C -0.186 -3.750 0.352
C 5.411 1.935 -3.797
C 4.484 -2.574 0.549
C -3.402 1.863 3.804
C 0.048 3.706 0.502
C -1.427 5.127 1.507
C 2.793 -1.640 1.763
C -0.211 -6.011 0.104
C -5.415 -0.717 -2.456
C -4.182 1.703 5.095
C -6.128 0.307 -3.334
C -2.127 0.484 2.615
C 3.842 0.058 -4.620
C 0.072 7.074 0.886
C 2.451 0.238 -2.834
C 4.972 -2.012 1.887
C 3.933 1.414 -3.952
C -3.434 -0.506 -1.467
C -4.430 -1.636 -3.268
C 5.096 -1.633 -0.588
C -1.949 2.294 3.852
C 0.838 -6.710 0.928
H 5.414 3.023 -3.734
H -5.444 1.059 -3.729
H -3.773 0.850 5.635
H -3.983 2.481 5.832
H -1.862 3.325 3.510
H -1.935 5.655 0.700
H 5.622 -2.674 2.459
H 3.232 2.159 -4.328
H -4.705 -2.676 -3.096
H 4.642 -3.645 0.419
H 4.861 -0.568 -0.562
H -2.017 5.205 2.420
H -6.980 0.800 -2.867
H 0.452 5.626 2.438
H 1.139 7.296 0.926
H -0.543 7.698 1.535
H -0.240 7.189 -0.152
H -6.523 -0.266 -4.173
H -1.766 2.204 4.923
H 6.241 1.508 -4.361
H -3.842 2.714 3.284
H -5.233 1.493 4.895
H 6.184 -1.670 -0.628
H 4.712 -1.903 -1.572
H -0.541 -6.655 -0.711
H 5.559 -1.099 1.787
H -1.442 -6.065 1.811
H 1.470 -7.435 0.415
H 3.667 0.058 -5.696
H -2.302 -5.695 0.272
H -6.231 -1.193 -1.913
H 0.301 -7.296 1.674
H 4.678 -0.602 -4.389
H 1.448 -6.009 1.497
H 5.677 1.775 -2.753
H -4.281 -1.550 -4.344
```


2.
DFT (wB97M-V/def2-TZVPD) results for a 12-piece molecular cluster, C22H68N2O12 overall.

The multiplicity is 1. The frontier orbital gap is 9.14 eV. The energy comes out at -51458.736 eV. For the lowest unoccupied orbital energy, the calculation gives 0.09 eV. The SMILES is NC(N)=O.CC(C)O.CC(C)O.CC(C)O.CC(C)O.CC(C)O.CO.CO.CO.CO.CO.CO.

```
104
C22H68N2O12 | the Open Molecules 2025 dataset | wB97M-V/def2-TZVPD
O -3.813 2.957 1.238
O 3.799 -1.787 -3.355
O -4.397 -3.049 -1.349
O -0.734 -2.286 -2.195
O 1.010 3.986 4.193
O -0.182 0.361 -2.944
O 5.002 0.231 -4.777
O -1.773 -4.508 3.491
O 1.131 -0.201 -0.841
O -3.029 0.296 2.466
O 1.958 2.897 -0.268
O 3.449 -2.804 1.445
N 4.440 -3.386 -1.770
N 3.399 -1.704 -1.004
C 4.895 1.141 -3.900
C -3.300 -1.078 -0.654
C -4.674 -2.502 0.785
C -3.150 3.424 0.215
C -0.126 3.935 2.294
C -2.887 2.318 -0.776
C -2.294 -3.393 3.276
C -1.415 -2.727 2.211
C 0.752 -0.220 -3.856
C -1.829 0.929 2.802
C 1.164 3.560 3.054
C 1.432 2.069 2.928
C -3.723 -2.478 -0.435
C -3.951 4.454 -0.511
C -2.553 -2.391 4.481
C 5.817 0.858 -2.733
C 0.172 -3.177 -1.657
C 0.290 -0.093 0.246
C 2.124 -2.362 1.709
C 3.542 1.556 -3.382
C 3.783 -2.273 -2.054
C 0.998 3.001 -1.279
H -0.489 -2.268 2.514
H -1.119 0.163 3.074
H -0.293 0.801 0.203
H -2.308 1.628 -0.286
H 3.331 -2.165 -0.096
H -5.674 -2.163 0.644
H -4.129 5.296 0.155
H -1.059 -3.348 1.394
H 4.582 -0.568 -4.459
H 0.197 -0.941 -4.440
H -1.039 3.586 2.833
H -4.887 4.084 -0.887
H 1.607 -0.660 -3.308
H 3.991 -2.849 2.270
H -2.643 -2.857 5.485
H 2.888 1.729 -4.208
H -4.263 -1.964 1.637
H 3.044 0.833 -2.687
H -3.801 1.884 -1.155
H 0.217 -4.007 -2.369
H 5.314 2.046 -4.387
H -3.605 0.910 2.096
H 2.199 -1.378 2.203
H -0.242 4.998 2.156
H 5.578 1.485 -1.900
H 4.492 -3.952 -0.894
H 6.861 1.115 -3.069
H 3.660 2.435 -2.790
H -3.781 -3.351 -2.052
H -2.842 -3.106 -0.237
H -2.934 -1.002 -1.622
H -4.624 2.538 0.980
H 1.169 2.222 -1.987
H 2.450 2.092 -0.418
H 0.979 3.917 -1.838
H 0.908 -0.086 1.120
H 1.153 0.534 -4.533
H 2.768 -0.886 -1.074
H -0.071 3.433 1.308
H -0.903 0.894 -3.328
H -3.361 4.911 -1.359
H -4.008 -0.285 -0.653
H 0.636 0.000 -1.619
H 1.346 3.373 4.866
H 5.721 -0.124 -2.335
H -1.647 -1.786 4.566
H -1.876 1.694 3.556
H 1.409 1.818 1.855
H -0.227 -3.593 -0.804
H -1.995 -1.889 1.800
H -0.022 2.787 -0.927
H 1.168 -2.785 -1.465
H -3.300 -3.657 2.884
H -0.380 -0.993 0.365
H -3.338 -1.680 4.243
H -2.184 3.886 0.478
H 1.543 -3.057 2.302
H -2.515 -0.847 0.038
H 0.676 1.529 3.409
H -1.451 1.444 1.856
H 2.400 1.831 3.306
H 1.997 4.094 2.610
H -2.094 -4.960 2.726
H 1.682 -2.270 0.742
H -4.749 -3.520 1.059
H -2.211 2.630 -1.547
H 5.073 -3.697 -2.568
H -0.304 -1.483 -2.524
```


3.
DFT (wB97M-V/def2-TZVPD) results for C31H30BClF4IrN4O2S as an isolated structure.

The multiplicity is 5. The frontier orbital gap (alpha / beta) is 3.78 / 6.76 eV. The energy comes out at -80436.614 eV. The net charge is -1. Its expectation value of S² is 6.03. For the lowest unoccupied orbital energy (alpha / beta), the calculation gives 1.94 / 1.67 eV.

```
75
C31H30BClF4IrN4O2S | the Open Molecules 2025 dataset | wB97M-V/def2-TZVPD
Ir -0.132 -0.252 0.136
Cl 3.444 -0.081 1.863
S 0.720 2.658 1.568
F 2.267 5.165 0.689
F -2.003 -0.954 -0.356
F 4.256 4.753 -0.060
F 3.568 3.801 1.756
O -1.852 2.230 0.343
O -1.606 1.537 2.522
N 0.880 -1.858 -1.082
N 3.769 -5.700 -2.841
N 1.036 1.340 -0.739
N 1.706 -6.486 -3.174
C -4.079 1.447 -0.104
C 2.823 1.713 -2.315
C 3.859 -2.742 1.842
C -3.190 2.191 0.877
C 2.665 3.045 -0.313
C 2.553 -7.479 -3.610
C 0.519 -0.945 2.104
C 4.958 -7.726 -3.733
C 2.205 -2.020 -1.269
C 1.174 -3.364 1.999
C 3.369 2.691 -1.492
C 1.919 -4.224 -2.184
C 2.334 -8.734 -4.159
C 2.752 -3.158 -1.808
C -3.026 1.474 2.276
C 2.905 -1.741 1.929
C 3.456 -9.480 -4.491
C 3.468 -4.071 1.820
C -3.634 3.647 0.988
C 0.534 -4.038 -1.998
C 1.665 1.083 -1.941
C -3.721 2.174 3.435
C 3.844 -6.959 -3.392
C 1.521 2.339 0.036
C 1.531 -2.005 2.023
C 2.112 -4.374 1.892
C 2.484 -5.439 -2.718
C 4.747 -8.981 -4.281
C 3.174 4.177 0.517
C -3.425 0.004 2.264
C 0.068 -2.866 -1.455
B -0.973 1.898 1.354
H -3.493 1.628 4.353
H 5.956 -7.338 -3.566
H -3.160 -0.433 3.230
H -3.620 4.092 -0.008
H 1.187 0.338 -2.562
H 5.597 -9.595 -4.553
H 4.296 3.186 -1.742
H -4.136 2.019 -1.032
H 3.823 -3.258 -1.923
H 4.209 -4.854 1.726
H 3.331 -10.465 -4.924
H -0.183 -4.811 -2.253
H -4.646 3.723 1.392
H 1.789 -5.409 1.865
H -2.949 4.216 1.620
H -4.804 2.174 3.288
H -3.374 3.200 3.556
H -2.897 -0.536 1.476
H -0.992 -2.697 -1.288
H -5.089 1.342 0.301
H 1.337 -9.124 -4.323
H 3.304 1.441 -3.246
H -3.664 0.464 -0.326
H -0.402 -1.279 2.585
H 2.836 -1.195 -0.956
H 0.705 -6.506 -3.192
H 0.116 -3.604 2.050
H 0.885 -0.042 2.586
H 4.906 -2.475 1.764
H -4.501 -0.104 2.115
```


4.
DFT (wB97M-V/def2-TZVPD) results for C26H24AlO16 as an isolated structure.

The multiplicity is 1. The frontier orbital gap is 3.91 eV. The energy comes out at -66705.119 eV. The net charge is -1. For the lowest unoccupied orbital energy, the calculation gives -0.51 eV.

```
67
C26H24AlO16 | the Open Molecules 2025 dataset | wB97M-V/def2-TZVPD
Al 1.252 0.201 4.318
O -1.690 1.910 5.405
O -6.773 1.291 6.814
O 5.844 -6.596 -2.004
O -2.486 3.039 7.777
O 2.045 -1.602 -1.505
O 0.890 6.612 -5.236
O -1.125 3.216 -1.684
O -1.022 4.853 -6.119
O -2.015 -3.250 -3.281
O 0.722 5.035 -0.781
O -2.954 -0.682 -3.047
O 1.249 -5.673 -5.102
O 1.077 0.947 -1.187
O 5.631 -7.384 -4.624
O -5.955 0.088 4.487
O 1.497 -4.806 -2.510
C 2.454 -5.414 -2.976
C 0.040 -2.488 -2.392
C -1.215 -2.243 -2.774
C 3.436 -6.556 -4.923
C 1.543 2.048 5.258
C 2.404 -5.908 -4.379
C -2.862 1.743 5.723
C 4.661 -6.806 -4.147
C 4.700 -6.335 -2.735
C 0.884 -1.411 -1.850
C -3.377 2.332 6.990
C -0.683 4.003 -2.513
C -1.804 -0.880 -2.670
C -1.124 3.994 -3.917
C 0.847 5.873 -2.990
C 0.424 5.847 -4.398
C 3.669 -5.685 -2.192
C -0.610 4.854 -4.799
C -5.071 0.818 5.260
C 1.993 0.486 2.382
C 0.331 5.015 -2.107
C -0.967 0.191 -2.106
C 0.286 -0.054 -1.721
C -4.652 2.186 7.355
C -3.797 0.967 4.894
C -5.593 1.430 6.513
H -1.414 1.174 -2.019
H -5.040 2.611 8.272
H 1.587 6.612 -2.709
H -2.875 -2.823 -3.485
H 2.137 -0.861 5.145
H -0.504 5.564 -6.554
H -1.629 3.003 7.298
H -0.281 -0.196 4.341
H 6.443 -7.075 -2.617
H 0.468 2.434 5.553
H 1.672 1.578 2.097
H 0.653 -5.188 -4.490
H -6.813 0.128 4.963
H 3.164 0.484 2.511
H 1.597 -0.330 1.634
H 0.481 -3.474 -2.464
H 2.266 1.954 6.186
H 2.014 2.819 4.490
H 3.415 -6.919 -5.943
H 0.208 4.319 -0.347
H -1.875 3.265 -4.195
H 1.939 0.520 -0.988
H 3.685 -5.335 -1.168
H -3.405 0.529 3.984
```


5.
DFT (wB97M-V/def2-TZVPD) results for a 3-piece molecular cluster, C2H11N2O2 overall.

The multiplicity is 1. The frontier orbital gap is 11.83 eV. The energy comes out at -9321.970 eV. The net charge is +1. For the lowest unoccupied orbital energy, the calculation gives -2.85 eV.

```
17
C2H11N2O2 | the Open Molecules 2025 dataset | wB97M-V/def2-TZVPD
O -1.649 -1.852 0.372
O -1.820 1.961 -0.753
N 0.076 -0.318 -1.568
N 0.817 0.150 0.578
C 1.956 0.173 1.508
C 1.011 -0.066 -0.693
H -1.557 2.761 -1.215
H -2.719 1.736 -1.011
H -1.706 -2.815 0.466
H 0.325 -0.299 -2.542
H 1.599 -0.126 2.484
H 2.033 0.033 -1.040
H -0.122 -0.038 0.926
H -2.375 -1.525 0.917
H -0.884 -0.413 -1.264
H 2.700 -0.555 1.209
H 2.315 1.194 1.626
```


6.
DFT (wB97M-V/def2-TZVPD) results for a 9-piece molecular cluster, C9H27N9O18 overall.

The multiplicity is 1. The frontier orbital gap is 10.11 eV. The energy comes out at -60011.400 eV. For the lowest unoccupied orbital energy, the calculation gives -0.68 eV. The SMILES is C[N+](=O)[O-].C[N+](=O)[O-].C[N+](=O)[O-].C[N+](=O)[O-].C[N+](=O)[O-].C[N+](=O)[O-].C[N+](=O)[O-].C[N+](=O)[O-].C[N+](=O)[O-].

```
63
C9H27N9O18 | the Open Molecules 2025 dataset | wB97M-V/def2-TZVPD
O 2.213 2.997 -0.236
O 2.508 -4.472 4.542
O -1.888 -0.603 -3.938
O 2.330 0.038 -2.617
O 1.732 -1.202 0.570
O -3.224 3.897 1.795
O 3.958 1.318 -3.223
O 3.298 -2.532 5.043
O -5.564 -0.590 -0.857
O 3.414 4.673 -0.863
O 2.917 0.808 6.358
O 0.042 -1.813 -0.612
O -2.412 0.791 -2.397
O -4.638 2.269 1.837
O -3.302 -4.050 -4.535
O -4.527 -2.111 -1.973
O 0.949 1.467 5.770
O -3.189 -5.315 -2.791
N 2.824 4.033 -0.029
N 0.669 -0.989 0.018
N 3.441 0.510 -2.486
N 2.043 0.980 5.546
N -3.743 2.908 1.324
N -4.634 -1.341 -1.040
N -2.375 0.435 -3.565
N -2.786 -4.417 -3.502
N 3.002 -3.408 4.252
C -3.084 1.271 -4.588
C -1.591 -3.695 -3.036
C 4.232 0.020 -1.333
C -3.505 -1.348 -0.065
C 0.006 0.316 0.258
C 3.294 -3.127 2.821
C 2.811 4.558 1.355
C 2.326 0.590 4.144
C -3.232 2.466 -0.008
H 3.528 -0.339 -0.591
H -3.435 -2.351 0.347
H -0.337 0.255 1.289
H -3.885 0.633 -4.952
H 2.830 -3.871 2.187
H 3.019 -2.101 2.621
H 1.369 0.426 3.657
H -3.588 1.473 -0.239
H 4.374 -3.246 2.705
H 2.832 1.419 3.659
H 2.750 3.715 2.032
H 2.925 -0.313 4.119
H 3.702 5.154 1.512
H -2.609 -1.135 -0.639
H -0.790 -4.398 -2.839
H -3.468 2.146 -4.082
H 0.671 1.165 0.132
H -1.284 -2.973 -3.783
H -1.854 -3.122 -2.151
H 1.945 5.207 1.460
H -0.826 0.390 -0.434
H 4.847 -0.811 -1.668
H -3.721 -0.632 0.721
H 4.836 0.831 -0.945
H -2.149 2.471 0.041
H -3.610 3.209 -0.702
H -2.386 1.466 -5.393
```


7.
DFT (wB97M-V/def2-TZVPD) results for one molecule with the formula C6H10.

The multiplicity is 1. The frontier orbital gap is 10.57 eV. The energy comes out at -6381.627 eV. For the lowest unoccupied orbital energy, the calculation gives 1.18 eV. The SMILES is C[C@H]1[C@H]2CC[C@@H]12.

```
16
C6H10 | the Open Molecules 2025 dataset | wB97M-V/def2-TZVPD
C -1.540 0.502 0.466
C -0.489 1.187 -0.455
C -1.049 -0.811 -0.100
C 0.530 -0.976 0.051
C -0.079 -0.185 -1.046
C 1.774 -0.290 0.687
H 0.286 1.765 0.054
H 0.113 -0.354 -2.098
H 0.720 -2.038 -0.073
H -1.715 -1.619 -0.424
H -0.972 1.803 -1.211
H 2.389 0.032 -0.173
H 1.611 0.615 1.280
H -2.574 0.778 0.222
H 2.420 -0.959 1.268
H -1.424 0.550 1.553
```


8.
DFT (wB97M-V/def2-TZVPD) results for a 5-piece molecular cluster, C3H11NO4 overall.

The multiplicity is 1. The frontier orbital gap is 3.81 eV. The energy comes out at -12959.849 eV. For the lowest unoccupied orbital energy, the calculation gives -5.33 eV.

```
19
C3H11NO4 | the Open Molecules 2025 dataset | wB97M-V/def2-TZVPD
O -2.656 -0.944 -0.100
O -0.919 -0.724 1.956
O -1.833 1.515 -0.275
O 0.706 1.199 0.811
N -0.398 -1.570 -1.769
C 2.672 1.150 -0.684
C 0.456 -1.643 -0.830
C 2.022 1.326 0.522
H -1.146 1.438 0.363
H -3.545 -1.260 0.099
H 0.351 -2.268 0.086
H -1.533 -0.902 1.232
H -1.304 -1.318 -1.296
H -0.507 0.092 1.634
H -2.288 0.591 -0.226
H 2.666 1.552 1.420
H 1.276 -0.892 -0.741
H 2.175 1.582 -1.583
H 3.803 1.077 -0.620
```


9.
DFT (wB97M-V/def2-TZVPD) results for a 2-piece molecular cluster, C7H8IOP overall.

The multiplicity is 1. The frontier orbital gap is 8.76 eV. The energy comes out at -26824.129 eV. For the lowest unoccupied orbital energy, the calculation gives -0.11 eV. The SMILES is Oc1ccccc1.C=PI.

```
18
C7H8IOP | the Open Molecules 2025 dataset | wB97M-V/def2-TZVPD
I -3.702 0.157 -0.268
P -2.188 -0.463 1.586
O -0.294 1.155 -2.315
C 1.277 0.829 -0.487
C 1.241 -1.233 0.639
C 0.221 0.473 -1.277
C 1.824 -0.040 0.504
C -1.416 1.000 1.829
C -0.322 -0.795 -1.088
C 0.200 -1.648 -0.191
H 1.832 1.691 -0.581
H -1.325 1.737 0.968
H 0.290 1.868 -2.650
H 1.587 -1.962 1.448
H -0.333 -2.609 0.033
H 2.768 0.153 1.032
H -0.651 0.879 2.545
H -1.009 -1.191 -1.728
```


10.
DFT (wB97M-V/def2-TZVPD) results for C4H8Cl2 as an isolated structure.

The multiplicity is 1. The frontier orbital gap is 10.22 eV. The energy comes out at -29321.869 eV. For the lowest unoccupied orbital energy, the calculation gives 0.84 eV.

```
14
C4H8Cl2 | the Open Molecules 2025 dataset | wB97M-V/def2-TZVPD
Cl 0.573 1.097 1.910
Cl 1.848 -0.493 -1.965
C -0.435 -1.047 0.637
C 2.001 0.101 -0.331
C -0.621 1.247 -0.497
C 0.157 0.304 0.368
H -1.253 -0.936 1.350
H 0.301 -1.719 1.071
H -1.524 1.547 0.036
H -0.905 0.766 -1.429
H 2.476 -0.633 0.301
H 2.427 1.090 -0.323
H -0.045 2.142 -0.716
H -0.824 -1.484 -0.279
```


11.
DFT (wB97M-V/def2-TZVPD) results for a 2-piece molecular cluster, C3H6FNO2 overall.

The multiplicity is 1. The frontier orbital gap is 10.59 eV. The energy comes out at -11507.643 eV. For the lowest unoccupied orbital energy, the calculation gives 0.89 eV. The SMILES is O=CNO.C=CF.

```
13
C3H6FNO2 | the Open Molecules 2025 dataset | wB97M-V/def2-TZVPD
F 0.752 -1.535 -0.594
O -1.477 1.057 -1.169
O 0.326 2.410 0.449
N -0.092 1.156 -1.407
C 0.099 -1.341 1.528
C -0.084 -1.953 0.378
C 0.655 1.550 -0.389
H -0.747 -2.792 0.077
H 1.662 1.124 -0.544
H -0.519 -1.316 2.386
H 0.212 0.381 -1.910
H -1.601 1.845 -0.456
H 0.814 -0.586 1.649
```